[1]
An isolated molecule of C19H17BrF3N3O3 in a non-equilibrium geometry, computed with ωB97M-V/def2-TZVPD.

```
46
Properties=species:S:1:pos:R:3:forces:R:3:mulliken_charge:R:1
O 0.390 -0.944 -0.795 0.02 0.02 -0.05 -0.655
C 0.068 -0.486 0.291 -0.07 -0.11 -0.38 0.277
C -1.388 -0.431 0.653 -0.09 0.09 0.20 0.464
C -2.218 -1.466 0.248 -0.03 -0.03 0.04 -1.008
C -3.573 -1.429 0.532 -0.02 0.00 -0.01 -0.581
C -4.116 -0.346 1.206 -0.08 0.03 0.03 -0.120
Br -5.982 -0.382 1.557 0.19 0.01 -0.03 -0.158
C -3.302 0.719 1.591 -0.11 0.06 0.02 0.331
C -3.858 1.934 2.310 0.11 -0.28 -0.18 0.563
F -2.893 2.827 2.579 0.00 0.04 0.02 -0.288
F -4.785 2.567 1.574 0.00 0.00 0.11 -0.225
F -4.417 1.597 3.485 -0.03 0.09 -0.05 -0.225
C -1.945 0.664 1.305 0.05 0.00 -0.03 -0.115
N 0.973 0.039 1.159 -0.27 0.37 0.26 0.151
C 0.842 -0.075 2.612 0.28 0.26 0.12 -0.886
C 1.411 -1.424 3.052 -0.18 0.08 0.27 -1.334
C 2.827 -1.714 2.540 -0.09 0.14 -0.03 0.912
C 2.991 -1.309 1.075 0.23 0.07 -0.28 -1.094
C 2.372 0.050 0.758 0.20 0.10 0.14 -1.235
C 3.306 -3.155 2.853 -0.25 0.11 -0.06 -1.042
C 4.381 -2.594 3.802 -0.32 0.96 -0.42 -0.616
N 3.920 -1.234 3.423 0.31 -0.06 0.06 0.249
C 4.256 -0.001 3.859 -0.79 0.12 -0.17 0.929
O 3.581 0.998 3.627 0.21 -0.17 0.00 -0.626
C 5.476 0.109 4.671 0.58 -0.68 -0.14 -0.056
C 5.660 0.922 5.810 -0.08 0.40 0.19 -0.390
N 6.867 0.849 6.285 -0.12 -0.05 -0.11 -0.451
O 7.534 -0.029 5.446 0.15 -0.14 -0.01 -0.195
C 6.696 -0.469 4.507 -0.19 0.34 0.23 -0.303
H -1.808 -2.305 -0.296 0.08 0.03 -0.01 0.496
H -4.216 -2.240 0.222 -0.02 0.01 0.02 0.439
H -1.314 1.500 1.575 -0.02 -0.01 0.03 0.721
H 1.413 0.741 3.054 0.10 -0.10 -0.05 0.417
H -0.176 0.072 2.961 -0.15 -0.32 -0.21 0.566
H 1.392 -1.494 4.144 0.08 -0.01 -0.01 0.493
H 0.746 -2.214 2.686 0.06 -0.03 -0.11 0.365
H 4.053 -1.307 0.809 0.01 -0.03 0.11 0.472
H 2.520 -2.063 0.439 -0.12 0.00 0.07 0.433
H 2.466 0.331 -0.287 -0.15 -0.32 -0.11 0.471
H 2.865 0.838 1.329 -0.05 -0.08 0.10 0.565
H 2.532 -3.748 3.336 0.12 -0.17 -0.04 0.373
H 3.695 -3.654 1.969 0.01 -0.16 0.10 0.377
H 4.208 -2.770 4.861 0.27 -0.27 0.04 0.267
H 5.405 -2.769 3.486 0.09 -0.29 0.26 0.296
H 4.923 1.565 6.264 0.07 0.02 0.10 0.494
H 7.114 -1.144 3.780 -0.01 -0.02 -0.01 0.482
```
Positions in Å, forces in eV/Å.

Calculated total energy   -3997.8178 hartree
Relative energy (zero: lowest compared OMol25 entry of this formula, charge and spin)   4.2 kcal per mole
Max |F|   1.102 eV/A
Multiplicity   1
Charge   0

[2]
An isolated molecule of CH3O3P in a non-equilibrium geometry, computed with ωB97M-V/def2-TZVPD.

```
8
Properties=species:S:1:pos:R:3:forces:R:3:mulliken_charge:R:1
O -2.779 0.150 0.679 -1.49 -0.02 0.69 -0.392
P -1.878 0.160 -0.447 1.69 0.13 0.02 0.458
O -0.430 0.486 0.272 -0.59 0.34 0.01 -0.239
C 0.804 0.184 -0.309 0.32 0.14 -2.51 -0.065
O 1.493 -0.714 0.536 -0.61 0.31 -0.01 -0.473
H 0.513 -0.323 -1.366 1.25 0.95 1.97 0.224
H 1.420 1.201 -0.527 -1.21 -2.60 0.80 0.187
H 0.856 -1.145 1.162 0.64 0.75 -0.97 0.301
```
Positions in Å, forces in eV/Å.

Calculated total energy   -606.9801 hartree
Relative energy (zero: lowest compared OMol25 entry of this formula, charge and spin)   28.3 kcal per mole
Max |F|   2.972 eV/A
Multiplicity   1
Charge   0

[3]
A cluster of 2 separate species, C8H19NO in total in a non-equilibrium geometry, computed with ωB97M-V/def2-TZVPD.

```
29
Properties=species:S:1:pos:R:3:forces:R:3:mulliken_charge:R:1
C 0.170 1.135 -0.988 -3.33 0.41 1.85 -0.958
C -0.223 1.403 0.507 -1.84 2.74 -0.89 -0.679
N -1.239 0.593 1.281 2.61 -0.61 -1.08 0.140
C -2.443 1.259 1.661 -1.88 0.70 -0.31 -1.045
C -0.438 0.017 2.376 -2.05 0.96 -0.28 0.616
C -0.435 -1.467 2.347 -0.60 -0.53 -1.34 -1.195
O 0.022 0.725 3.227 0.39 -0.50 0.18 -0.537
H 0.284 0.090 -0.828 1.84 -0.76 -1.45 -0.057
H 0.731 1.996 -1.318 1.81 -0.78 0.15 0.440
H -0.659 1.281 -1.685 -0.66 -0.46 0.35 0.434
H 0.689 1.408 1.048 0.89 -0.12 0.55 0.390
H -0.534 2.473 0.497 -0.08 -0.45 0.56 0.341
H -3.160 1.263 0.819 0.53 0.22 -0.05 0.341
H -3.085 0.783 2.419 0.90 -0.46 0.12 0.342
H -2.346 2.296 1.999 0.38 0.06 0.00 0.353
H 0.429 -1.862 1.800 0.24 0.09 0.56 0.246
H -0.536 -1.789 3.356 0.42 -0.73 0.73 0.381
H -1.282 -1.851 1.731 0.41 0.52 0.65 0.333
C 1.253 -0.249 -4.031 1.46 1.14 1.21 -1.114
C 0.910 -1.338 -3.012 -0.43 -0.18 0.80 -0.231
C 2.095 -1.860 -2.119 0.27 0.36 -2.50 -0.987
H 0.621 0.634 -3.876 -0.17 -0.29 -0.74 0.218
H 1.386 -0.600 -5.047 -0.86 -0.05 -0.27 0.371
H 2.269 0.152 -3.855 -0.21 -0.07 0.35 0.300
H 0.107 -1.007 -2.311 0.39 -0.40 -1.08 0.309
H 0.527 -2.129 -3.656 -0.17 -0.49 0.61 0.411
H 2.972 -1.630 -2.783 -0.20 -0.10 1.27 0.312
H 2.175 -1.438 -1.109 0.01 0.00 -0.48 0.238
H 2.064 -2.943 -2.116 -0.09 -0.23 0.54 0.284
```
Positions in Å, forces in eV/Å.

Calculated total energy   -446.1063 hartree
Relative energy (zero: lowest compared OMol25 entry of this formula, charge and spin)   79.3 kcal per mole
Max |F|   3.827 eV/A
Multiplicity   1
Charge   0

The lowest relative energy (zero: lowest compared OMol25 entry of this formula, charge and spin) belongs to which entry? C19H17BrF3N3O3

Among the records above, which one has the highest relative energy (zero: lowest compared OMol25 entry of this formula, charge and spin)? C8H19NO

Among the records above, which one has the highest relative energy (zero: lowest compared OMol25 entry of this formula, charge and spin)? C8H19NO